120
Properties=species:S:1:pos:R:3:forces:R:3 method="wB97M-V/def2-TZVPD" smiles="C=CC[Si@H](CCCF)CCOC=O.CCO.CCO.CCO.CCO.CCO.CCO.CCO.CCO.CCO.CCO" e_tot_ev=-66475.0427 gap_ev=6.894 lumo_ev=-0.11 de_lowest_kcal_mol=161.7
Si -0.1435 1.0859 0.0652 0.139 1.056 -0.518
F -3.6889 0.3541 0.1051 -0.141 2.584 1.109
O 5.6885 -9.4706 -0.9297 -0.033 0.374 0.084
O 4.1344 -0.8986 0.4673 -0.340 0.048 -0.389
O 1.7588 5.7721 2.9752 -3.936 -6.456 -5.278
O -9.8829 3.3734 -5.6539 0.035 0.413 0.111
O 3.0995 2.3916 4.8553 0.015 -0.109 -0.111
O -6.1804 1.1073 3.8660 -0.216 -0.023 -0.348
O 2.1442 2.9470 -4.1689 -0.136 -0.140 -0.255
O 3.2238 -6.1538 0.0324 -0.071 0.399 -0.375
O -7.0624 2.2217 -0.8355 0.227 -0.216 0.289
O 1.7243 3.4062 2.5685 -1.323 3.612 -3.352
O 6.8050 -4.9751 1.3429 0.233 0.147 0.302
O -3.0647 5.3958 -0.0241 0.440 -0.110 -0.168
C 5.3827 -10.6848 -1.5995 0.027 0.189 -0.292
C 1.3512 -0.7024 -3.6566 -0.621 -0.327 2.937
C 5.0168 3.7632 5.3277 0.189 0.162 0.111
C 6.2599 -10.8348 -2.8251 0.146 -0.163 -0.129
C 4.5006 2.3602 5.0839 -0.294 0.299 -0.119
C -7.2272 3.1043 -1.9356 0.099 -0.378 -0.186
C 2.0580 2.6944 1.3095 0.213 -2.467 -0.405
C -7.7308 2.3392 -3.1419 -0.100 0.102 -0.245
C 1.2292 4.7782 2.2236 4.073 3.781 5.587
C 0.5143 0.9683 -1.7408 -0.558 -1.658 -1.456
C -4.4473 7.3571 0.1242 -0.210 0.133 -0.045
C 1.2692 1.2213 1.3768 0.844 0.565 0.132
C -1.3815 2.5980 0.0944 -0.685 0.278 -0.288
C -3.9588 6.1044 0.8215 0.075 0.339 -0.101
C -10.5375 2.1134 -5.6419 -0.279 0.201 -0.043
C -11.6719 2.1100 -6.6457 -0.107 -0.140 -0.191
C 4.5621 -1.2474 1.7756 0.157 -0.332 -0.009
C 3.0308 3.9426 -3.6801 -0.245 0.170 -0.264
C 7.0177 -5.7980 0.2054 0.360 -0.235 0.138
C 2.7652 -6.8076 2.3001 -0.118 -0.145 0.148
C 7.4771 -7.1741 0.6409 0.011 -0.206 -0.070
C 0.9161 -0.5845 -2.2072 0.439 0.998 -2.373
C -2.5112 2.3977 1.2796 -0.019 0.387 -0.214
C -5.7527 0.7585 5.1744 0.026 -0.325 -0.150
C 5.6204 -2.3286 1.7030 -0.051 0.080 0.033
C -4.6944 -0.3227 5.1018 0.222 -0.072 0.100
C 2.2779 5.2359 -3.4457 0.003 0.213 0.167
C 3.7665 -6.8188 1.1637 -0.059 0.184 0.323
C -3.8802 1.7205 0.6765 -0.020 0.884 -0.078
H -11.2951 2.3173 -7.6527 0.007 -0.100 0.154
H -8.6852 1.8517 -2.9174 0.084 0.152 0.000
H 3.2198 2.4302 1.2947 -2.472 1.059 0.074
H -0.3810 1.2773 -2.4553 1.967 -0.155 1.223
H 4.8091 4.4074 4.4671 0.081 -0.084 0.026
H -3.4402 6.3506 1.7532 -0.175 0.055 0.128
H 1.7664 3.2748 -5.0030 0.180 -0.236 0.448
H 4.0053 -7.8463 0.8739 -0.048 0.176 -0.169
H 6.0951 3.7558 5.5102 -0.043 0.073 -0.024
H 4.9882 1.9081 4.2147 0.247 -0.058 0.045
H 5.2287 -3.2214 1.2048 0.065 0.117 0.215
H -4.7993 5.4454 1.0584 0.220 -0.068 -0.103
H 3.7714 -1.7006 0.0540 0.212 0.450 0.153
H 1.8186 5.5906 -4.3741 0.128 0.028 0.043
H 1.7643 3.2967 0.3364 0.617 -0.990 2.075
H 8.4077 -7.1085 1.2141 0.023 0.032 -0.127
H -2.0746 1.8154 2.2159 -0.994 1.018 -2.022
H -10.5429 4.0488 -5.4213 0.379 -0.353 -0.137
H 5.5530 -11.5112 -0.9032 -0.016 0.254 0.042
H -5.0862 -1.2155 4.6036 -0.014 0.026 0.134
H -3.6068 8.0094 -0.1344 -0.056 0.010 0.132
H 4.6950 -6.3174 1.4537 -0.005 -0.152 0.173
H 6.0764 -5.8659 -0.3479 0.030 0.164 0.166
H 4.9641 -0.3496 2.2542 -0.176 0.017 -0.190
H -12.1841 1.1438 -6.6521 -0.029 0.108 -0.026
H -4.3507 -0.5998 6.1024 0.002 -0.051 -0.100
H 5.5259 -8.7426 -1.5537 0.035 -0.348 0.348
H -7.8675 3.0063 -3.9977 -0.036 -0.149 0.019
H -6.6205 0.4203 5.7491 0.086 0.016 0.199
H 2.9423 2.9506 4.0752 -0.144 -0.191 0.371
H -0.9092 -0.1242 0.3457 -0.182 -0.343 0.104
H 5.9641 -2.6057 2.7036 -0.032 -0.097 -0.120
H 2.0505 0.3556 1.1356 -1.628 1.800 0.789
H 3.8361 4.0836 -4.4076 0.149 0.115 0.150
H 0.7977 1.1285 2.4489 1.199 0.037 -1.969
H 1.8347 -7.2993 1.9979 0.166 -0.009 0.025
H 7.3182 -10.8283 -2.5439 -0.160 -0.074 0.021
H -6.5435 0.3053 3.4528 0.181 0.454 0.186
H 0.9090 -1.5033 -1.4724 1.421 2.271 -0.958
H 4.3233 -10.6774 -1.8737 -0.015 -0.211 -0.041
H -5.3507 1.6564 5.6530 -0.142 -0.028 -0.210
H 2.5067 -5.7807 2.5786 0.116 -0.051 0.065
H 6.7323 -7.6391 1.2952 0.058 0.036 -0.214
H -2.3179 5.9865 -0.2217 -0.428 -0.307 0.048
H 3.0231 -5.2400 0.2979 0.096 -0.509 -0.151
H 0.5183 -0.7523 -4.4810 2.043 1.772 1.364
H 7.6488 -4.9143 1.8227 -0.469 -0.046 -0.231
H -10.9079 1.9196 -4.6305 -0.036 -0.221 -0.018
H -7.0270 1.5480 -3.4204 0.036 0.114 -0.015
H 7.6413 -7.8224 -0.2244 -0.003 -0.024 0.174
H -9.8017 1.3438 -5.8931 0.034 0.244 0.075
H 2.9466 6.0128 -3.0643 -0.097 0.009 -0.055
H -12.3996 2.8935 -6.4105 -0.008 -0.129 0.063
H 1.4958 1.6056 -1.9421 -2.308 -1.298 0.138
H 6.1087 -9.9979 -3.5147 -0.090 -0.116 -0.002
H 7.7629 -5.3211 -0.4387 -0.038 -0.095 -0.178
H -0.7830 3.6146 0.1724 -1.371 -1.923 0.034
H -6.4181 1.5424 -1.0987 -0.337 0.309 0.163
H -7.9436 3.8793 -1.6473 0.120 -0.162 0.142
H -4.7264 1.6543 1.4834 1.727 -0.089 -1.512
H 6.4793 -1.9874 1.1158 -0.116 -0.006 0.115
H -4.9534 7.1032 -0.8130 0.012 -0.028 0.181
H 6.0397 -11.7684 -3.3505 0.045 0.102 -0.031
H -4.2518 2.4264 -0.2078 0.823 -1.701 1.808
H 2.5073 -0.7556 -3.8340 -2.454 -1.572 -0.094
H 3.6943 -1.5856 2.3503 0.071 0.030 0.222
H 1.4661 5.0836 -2.7268 0.144 -0.025 -0.034
H 0.4040 4.9789 1.4057 1.779 -0.900 1.539
H -5.1413 7.9126 0.7613 0.076 0.020 -0.089
H 3.1667 -7.3204 3.1787 -0.070 0.085 -0.020
H 4.6904 1.7257 5.9547 -0.156 0.010 -0.130
H -2.7996 3.4761 1.6522 0.246 -2.214 -0.685
H 4.5149 4.2132 6.1907 0.083 -0.138 -0.086
H -3.8355 0.0186 4.5146 -0.108 0.022 0.130
H 3.4695 3.5802 -2.7457 -0.104 -0.134 -0.164
H -1.9483 2.6483 -0.9523 1.208 -0.079 2.217
H -6.2668 3.5840 -2.1480 -0.047 0.180 -0.138